Record 1
10
Properties=species:S:1:pos:R:3:forces:R:3 method="wB97M-V/def2-TZVPD" charge=-1 molar_mass_g_mol=152.18 e_lumo_ev="2.29 / 2.29" fmax_ev_per_a=3.60 e_tot_ev=-31407.336 orbital_gap_ev="6.46 / 6.46"
C 0.897623 1.163892 -0.420465 0.0772 1.9679 -0.2257
C 1.181601 -0.143043 0.075175 -1.1973 -2.4837 -2.3199
N -0.426945 1.588663 -0.299406 -0.6175 -1.1226 -0.0179
O 1.781676 1.899571 -0.900200 -0.9665 -0.7796 0.2630
O -1.705462 -2.675716 -0.237457 0.2255 0.6784 0.2107
O -1.421373 0.240154 1.705526 0.2055 -0.0388 1.1299
S -1.182202 -1.388978 -0.802768 1.3097 1.3035 0.0890
S -1.630075 0.732998 0.352280 0.8610 0.3392 -1.3435
H 1.636901 -0.953865 -0.463732 0.9358 0.4575 -0.4599
H 0.868257 -0.463678 0.991044 -0.8333 -0.3219 2.6742

***

Record 2
9
Properties=species:S:1:pos:R:3:forces:R:3 method="wB97M-V/def2-TZVPD" smiles="O=[n+]1occ(O)o1" charge=+1 molar_mass_g_mol=104.04 e_lumo_ev="-6.61 / -6.61" fmax_ev_per_a=4.05 e_tot_ev=-11772.010 orbital_gap_ev="8.55 / 8.55"
C 0.110208 0.108544 1.080187 1.7963 -0.7578 -2.0330
C -0.983669 0.407001 0.333086 3.7113 -1.4673 -0.6909
N -1.524880 0.657442 2.439761 1.3772 -0.4291 -0.2139
O -2.184349 0.900550 3.368853 0.7487 -0.2999 -0.2226
O -0.251079 0.148104 2.391032 -1.1724 1.0500 1.4982
O -1.906308 0.843481 1.198763 -3.0611 0.4956 -0.2701
O -1.253430 0.353638 -0.939238 -1.5816 1.6660 0.7624
H 1.214232 -0.133787 0.802991 -2.4487 0.2736 0.8024
H -0.832777 -0.238792 -1.563969 0.6303 -0.5311 0.3674